The following is a DFT calculation (ωB97M-V/def2-TZVPD) of 10 unconnected molecules or ions with the total composition C6H34NO9.

Atoms and positions in Å:
C 0.1904 1.8922 -0.6824
C -0.2070 0.7787 0.2385
C -0.2084 1.3384 1.7351
C -0.2062 0.2399 2.7814
C 1.0622 -0.3526 3.3075
C 2.3820 0.6079 3.3123
N 0.6354 -0.4425 0.0220
H 0.6726 1.7162 -1.6484
H 0.8883 2.5075 -0.1586
H -0.6571 2.4973 -0.9115
H -1.2458 0.3579 0.1904
H -1.0295 2.0805 1.8041
H 0.6725 1.9621 1.8284
H -1.0257 0.5719 3.4139
H -0.8595 -0.6275 2.4232
H 1.3880 -1.3141 2.8654
H 0.8187 -0.6315 4.3489
H 2.9675 0.3238 2.4493
H 2.0633 1.6089 3.6138
H 2.7683 -0.0540 4.0704
H 0.1736 -1.2910 0.3128
H 1.6151 -0.1958 0.2650
H 0.7319 -0.6284 -1.0039
H -3.0018 0.3043 3.1660
H -4.2608 0.9084 2.9734
O -3.3345 1.1034 2.7332
H 3.3176 1.2005 -2.9474
H 3.7556 -0.1400 -3.8165
O 3.5715 0.2804 -2.9736
H 1.7911 -2.5296 -2.8410
H 2.7650 -1.6056 -2.1112
O 1.9437 -2.0906 -1.9928
H -3.2384 1.2343 1.0075
H -3.4867 1.4881 -0.5403
O -3.0908 0.8771 0.0882
H -2.0885 -3.3847 1.5867
H -0.8537 -3.1814 2.2874
O -1.6681 -2.6527 2.0719
H 0.4201 -1.0622 -4.5973
H 0.6140 -0.1296 -3.6180
O 1.1877 -0.7680 -4.0672
H 3.6972 1.9418 0.1991
H 3.8570 0.6037 -0.6193
O 3.4955 1.0050 0.1890
H -3.3739 0.1497 -3.4584
H -2.2404 0.1260 -2.5244
O -2.4119 0.2919 -3.5114
H -2.9175 -0.4723 -1.1429
H -3.6006 -1.7270 -1.0939
O -2.6873 -1.4182 -1.2527

Output
- E_tot: -980.60599 Eh
- Energy above the lowest of the compared OMol25 structures with the same formula, charge and spin: 99.6 kJ/mol
- Kohn-Sham gap: 0.385 Ha
- Net charge: +1
- LUMO level: -2.46 eV
- 2S+1: 1

---

The following is a DFT calculation (ωB97M-V/def2-TZVPD) of 11 unconnected molecules or ions with the total composition C6H35NO11.

Atoms and positions in Å:
C 1.1331 -0.5502 0.2822
C 1.3081 -2.0378 0.0033
C 0.2328 -2.6321 -0.8922
O 0.3307 -2.4256 -2.2979
C -0.2277 -0.1530 0.9038
N -0.5755 -0.7151 2.2334
C 0.0995 0.0796 3.2849
C -2.0067 -0.8319 2.4978
H 1.9231 -0.1705 0.9139
H 1.1781 0.0666 -0.6294
H 2.2835 -2.1709 -0.4810
H 1.4174 -2.5082 0.9783
H -0.7330 -2.2216 -0.5967
H 0.2605 -3.7352 -0.7448
H 1.2733 -2.3340 -2.5180
H -0.5102 0.9327 0.7978
H -0.9928 -0.6427 0.3341
H -0.4617 0.9561 3.6610
H -0.0459 -0.4872 4.2542
H 1.1589 0.2865 3.1148
H -2.1403 -0.8702 3.5823
H -2.4557 -1.7045 2.0217
H -2.5638 0.0345 2.1097
H 0.4668 0.2288 -3.7318
H -0.2952 -0.7838 -2.8570
O -0.4229 0.0149 -3.4169
H -1.5556 2.3451 -1.7065
H -0.8485 1.5823 -2.8703
O -0.9443 2.4848 -2.4425
H -0.7595 5.0929 1.3835
H -0.7180 4.3581 0.1235
O -1.3805 4.6892 0.7599
H 0.4773 3.3820 -2.5364
H 1.4173 4.5825 -2.9119
O 1.4056 3.7596 -2.4125
H 2.3225 -2.5725 3.7456
H 1.8877 -1.8400 2.6106
O 2.4057 -1.6634 3.4225
H 1.4879 3.9648 -0.7838
H 1.6785 3.4156 0.6418
O 1.5129 4.2352 0.1706
H -3.3365 0.1406 0.3579
H -3.7408 -0.9356 -0.7120
O -3.0808 -0.2813 -0.4685
H -0.3543 -3.8472 2.9740
H -0.1911 -2.5869 2.0129
O -0.0169 -3.5335 2.1340
H 3.7634 1.4228 -2.9159
H 2.4522 2.2183 -2.8220
O 2.8527 1.4365 -3.2418
H -1.5687 -2.9981 -2.6673
H -2.3934 -1.7596 -2.3842
O -2.4092 -2.7172 -2.2687

Output
- SMILES: CN(C)CCCCO.O.O.O.O.O.O.O.O.O.O
- E_tot: -1131.96103 Eh
- Energy above the lowest of the compared OMol25 structures with the same formula, charge and spin: 238.1 kJ/mol
- Kohn-Sham gap: 0.351 Ha
- LUMO level: 0.26 eV
- 2S+1: 1

---

The following is a DFT calculation (ωB97M-V/def2-TZVPD) of 11 unconnected molecules or ions with the total composition C6H35NO11.

Atoms and positions in Å:
C -1.1519 -1.2807 -0.1109
C -1.6339 -2.7498 0.3448
O -2.5720 -2.4760 1.3768
N 0.1267 -0.9383 0.5100
C 1.2061 -0.9408 -0.5130
C 1.7213 -2.3209 -0.6655
C 2.2079 -2.5092 -2.2098
C 3.0059 -2.6771 0.0328
H -1.9523 -0.5768 0.1677
H -1.2011 -1.3001 -1.2213
H -0.9182 -3.5408 0.5810
H -2.2824 -3.0939 -0.5001
H -3.2254 -3.1809 1.3739
H 0.4349 -1.4150 1.3310
H 1.9328 -0.2171 -0.1663
H 0.8316 -0.5554 -1.4742
H 0.9579 -3.0889 -0.5301
H 2.7446 -1.6339 -2.5034
H 1.1995 -2.4559 -2.6226
H 2.6251 -3.4958 -2.4396
H 2.7913 -2.8218 1.0915
H 3.7503 -1.9031 0.1293
H 3.5230 -3.6001 -0.2391
H 3.4485 1.9603 -1.3386
H 2.1139 1.9444 -0.6495
O 2.6704 2.5152 -1.1994
H 0.6366 2.3686 1.4683
H 0.4976 0.8321 1.3022
O 1.0990 1.5874 1.1356
H 5.1692 -0.6650 -1.2287
H 5.4697 0.5009 -0.4713
O 5.1118 0.3006 -1.3513
H -4.5297 -0.4064 0.9110
H -4.6013 1.2330 0.6855
O -4.8136 0.3453 0.3961
H -1.0952 4.3458 2.4184
H -1.7401 3.1284 3.1599
O -0.9408 3.6552 3.0664
H -0.7316 3.7928 -1.3624
H -0.0077 4.1749 -0.1004
O -0.8570 3.8130 -0.3845
H -2.0401 2.6138 -0.1420
H -3.3475 1.7785 -0.7768
O -2.7559 1.9484 -0.0427
H 0.2083 -3.1638 3.9796
H 1.6312 -2.4287 3.7059
O 0.7779 -2.6930 3.3652
H -3.9684 -0.9099 -0.8719
H -3.3898 -1.4032 -2.1249
O -3.9355 -1.7236 -1.3966
H 1.9014 3.8028 -2.1877
H 1.2525 3.1114 -3.3546
O 1.0513 3.7621 -2.6746

Output
- SMILES: CC(C)CNCCO.O.O.O.O.O.O.O.O.O.O
- E_tot: -1131.91362 Eh
- Energy above the lowest of the compared OMol25 structures with the same formula, charge and spin: 362.5 kJ/mol
- Kohn-Sham gap: 0.321 Ha
- LUMO level: 0.31 eV
- 2S+1: 1

---

The following is a DFT calculation (ωB97M-V/def2-TZVPD) of 12 unconnected molecules or ions with the total composition C6H36O12.

Atoms and positions in Å:
C -0.1885 1.7122 -2.8343
O -0.2467 0.8508 -3.9663
C 1.2127 1.8392 -2.2430
C 1.4636 0.8752 -1.0765
C 0.5832 1.1377 0.1405
C 0.1053 -0.1078 0.8843
C 1.3568 1.9397 1.2878
H -0.9192 1.4209 -2.0824
H -0.4719 2.7014 -3.1984
H 0.2653 0.0653 -3.7456
H 1.4059 2.8619 -1.8949
H 1.9674 1.8227 -3.0353
H 1.3701 -0.1701 -1.3919
H 2.5246 1.0582 -0.8935
H -0.3140 1.7526 -0.0106
H 0.1467 -1.0927 0.3849
H -0.9576 -0.2199 1.0958
H 0.7482 -0.2273 1.7563
H 0.6741 2.1807 2.0975
H 1.7247 2.9040 0.9429
H 2.1877 1.2693 1.4627
H 3.4272 -3.4681 0.7285
H 1.9896 -3.6309 1.0881
O 2.8393 -3.4062 1.4926
H -0.8639 0.0320 4.9033
H 0.0708 0.0244 3.7874
O 0.0067 0.3825 4.6783
H -1.8608 1.6880 3.4160
H -2.5699 0.8128 2.3563
O -2.1225 0.7882 3.2081
H -0.4978 -4.7090 0.6558
H 0.5566 -4.5966 -0.5224
O 0.1163 -4.1277 0.1964
H -1.1692 -3.0192 -0.5017
H -1.8516 -2.9075 -1.8399
O -2.0505 -2.9112 -0.8972
H 4.1564 -0.8443 1.3036
H 3.3150 0.2784 0.7546
O 4.1184 -0.2124 0.5754
H -2.6589 1.2206 -0.0126
H -2.0374 2.6362 0.1654
O -2.5044 1.9451 0.6201
H -3.5647 0.8370 -2.3735
H -3.5240 -0.5347 -1.4494
O -3.1306 0.3040 -1.7101
H 3.0422 -3.1668 -2.5244
H 2.7986 -2.7542 -0.9047
O 2.9072 -3.3915 -1.6113
H -0.3840 3.4489 -0.1395
H 0.1348 4.7055 0.5995
O 0.1253 4.2498 -0.2474
H -4.0544 -1.9638 -0.2704
H -4.6675 -0.9631 0.8407
O -4.7309 -1.3202 -0.0456

Output
- SMILES: CC(C)CCCO.O.O.O.O.O.O.O.O.O.O.O
- E_tot: -1153.00593 Eh
- Energy above the lowest of the compared OMol25 structures with the same formula, charge and spin: 291.2 kJ/mol
- Kohn-Sham gap: 0.370 Ha
- LUMO level: -0.17 eV
- 2S+1: 1

---

The following is a DFT calculation (ωB97M-V/def2-TZVPD) of 13 unconnected molecules or ions with the total composition C6H37NO12.

Atoms and positions in Å:
C 1.6843 1.6551 1.2004
C 0.5352 2.0062 0.2114
N -0.6922 1.3288 0.7004
C -1.7010 2.0116 1.5371
C -2.6932 2.6591 0.6284
C -2.5136 1.9229 -0.7790
C -1.5326 0.8000 -0.4531
H 2.4956 2.3148 1.0248
H 1.8225 0.5577 1.1867
H 1.2870 1.9132 2.1974
H 0.4279 3.0846 0.3033
H 0.7685 1.7149 -0.8218
H -1.1119 2.6293 2.2417
H -2.0504 1.3531 2.3576
H -3.7449 2.4286 0.9965
H -2.8630 3.7167 0.4188
H -1.9816 2.5609 -1.4654
H -3.4685 1.6342 -1.1875
H -2.0287 -0.1283 -0.1210
H -0.8674 0.5651 -1.2818
H 2.0474 -1.3690 -1.2696
H 1.2241 -2.5354 -2.2220
O 1.7414 -1.7283 -2.1382
H 0.8898 -0.1952 -2.7081
H 1.8766 1.0143 -3.0584
O 0.9856 0.7797 -2.7468
H 3.2530 -2.3093 1.4305
H 2.2637 -1.8804 2.5467
O 2.4109 -1.8673 1.5727
H -1.1378 -3.6414 0.1371
H -0.1314 -4.3724 -0.8074
O -1.0336 -4.0039 -0.7502
H 1.1838 -0.7370 3.9973
H 0.4763 -1.8072 3.2359
O 1.1550 -1.7020 3.9263
H 3.4205 -0.4142 0.4923
H 3.3282 0.0944 -0.9969
O 3.2318 -0.6730 -0.4118
H -0.6143 3.2913 -2.0319
H 0.5684 3.0076 -2.8939
O 0.0661 3.7461 -2.5374
H -1.6578 -0.4561 -4.2730
H -0.6831 0.6395 -4.1977
O -1.6374 0.4912 -4.0808
H -1.9037 -2.1735 1.7173
H -0.7698 -1.4538 0.9213
O -0.9527 -2.1471 1.5738
H 0.9638 -3.1318 0.8037
H 1.9219 -3.0189 -0.2659
O 1.4234 -3.7070 0.1827
H -1.2825 -2.6489 -1.9543
H -2.8816 -2.5731 -1.9718
O -2.0733 -2.1938 -2.3039
H 0.5154 0.8001 4.7740
H -0.4055 0.9587 3.5156
O 0.4451 1.1884 3.8979

Output
- E_tot: -1208.36454 Eh
- Energy above the lowest of the compared OMol25 structures with the same formula, charge and spin: 344.3 kJ/mol
- Kohn-Sham gap: 0.312 Ha
- LUMO level: -0.04 eV
- 2S+1: 1